The following is a quantum chemistry calculation of 2 unconnected molecules or ions with the total composition C11H13NO2S at a distorted geometry, from the OMol25 dataset.

Output
DFT total energy: -28035.061 eV
lowest unoccupied orbital energy: 0.0250 Eh
Kohn-Sham gap: 9.8743 eV
energy relative to the best compared isomer or geometry (same formula, charge and spin): 54.5 kcal per mole
M: 223.30 g mol⁻¹

Element x y z (Å)
C -3.323 1.342 2.373
C -2.706 2.224 1.580
C -3.136 -0.068 2.226
C -1.750 1.744 0.652
C -2.200 -0.515 1.334
C -1.463 0.392 0.597
C 1.969 -0.297 0.451
C 0.728 -0.653 0.503
C 2.817 -1.364 -2.588
C 2.953 -0.734 1.439
C 0.851 -0.614 -3.907
N 1.698 -1.102 -2.875
O 3.901 -1.593 -2.199
O 0.151 1.327 -1.158
S -0.334 0.002 -0.742
H -4.261 1.736 2.949
H -3.006 3.245 1.701
H -3.770 -0.757 2.876
H -1.102 2.298 -0.091
H -2.024 -1.569 1.379
H 2.283 0.520 -0.286
H 0.382 -1.396 1.262
H 2.612 -1.685 1.985
H 3.927 -0.901 0.991
H 2.938 -0.066 2.279
H 1.483 -0.002 -4.681
H 0.514 -1.495 -4.489
H -0.133 -0.019 -3.561

Forces on the atoms, in the same order (eV/Å):
C -3.7 -1.7 1.4
C 1.6 0.4 -1.3
C -1.3 1.0 1.6
C 0.8 0.5 -0.3
C -0.1 -0.7 1.0
C -1.5 1.3 -0.8
C 1.7 2.1 -1.0
C -0.6 -1.5 0.0
C 0.4 0.4 0.1
C -0.3 -2.1 1.4
C -0.9 1.2 -2.1
N -0.7 0.2 0.5
O 0.0 -0.2 0.0
O 0.9 0.2 -0.8
S -1.1 -0.8 1.2
H 2.1 -0.9 -0.6
H 0.3 0.6 -0.4
H 1.1 0.9 -1.1
H -1.3 0.1 1.2
H 0.3 -0.6 -0.6
H -0.4 -1.3 0.9
H 0.0 0.7 -1.0
H 0.5 0.9 -1.2
H 0.2 0.2 0.3
H 0.7 0.9 0.2
H -1.4 -0.7 1.6
H -0.1 0.5 0.3
H 2.7 -1.3 -0.5

***

The following is a quantum chemistry calculation of a molecular structure, C17H23BeF5NO2P2S at a distorted geometry, from the OMol25 dataset.

Output
DFT total energy: -66984.257 eV
lowest unoccupied orbital energy: -0.1298 Eh
Kohn-Sham gap: 7.4031 eV
net charge: +1
M: 471.39 g mol⁻¹

Element x y z (Å)
Be -0.084 -0.774 0.041
P 0.913 1.466 -1.305
C 0.322 0.656 -2.901
C -0.646 -0.499 -2.607
N -0.854 -1.089 -1.401
C -1.838 -2.050 -1.284
C -2.372 -2.678 -2.384
C -2.027 -2.240 -3.651
C -1.162 -1.118 -3.753
C -2.354 -2.420 0.103
P -1.882 -1.037 1.316
H -0.945 -0.690 -4.713
H -3.160 -3.418 -2.206
H -2.487 -2.657 -4.539
H -3.458 -2.567 0.187
H -1.927 -3.361 0.510
H -0.116 1.377 -3.645
H 1.265 0.299 -3.388
H -3.383 2.489 -1.821
O -3.079 2.854 -2.684
H -2.342 3.523 -2.552
H -0.674 2.695 0.562
O -0.906 2.317 1.469
H -1.779 2.813 1.674
C -3.389 -0.055 1.349
H -4.282 -0.675 1.348
H -3.385 0.521 2.269
H -3.439 0.640 0.515
C -1.712 -1.777 2.960
H -1.779 -0.958 3.684
H -2.489 -2.518 3.176
H -0.718 -2.227 3.064
C 2.591 0.705 -1.445
H 3.084 0.893 -2.418
H 3.289 1.015 -0.655
H 2.536 -0.385 -1.275
C 1.394 3.260 -1.803
H 2.254 3.627 -1.238
H 1.615 3.353 -2.871
H 0.612 3.978 -1.538
F 4.851 0.821 4.791
C 4.050 0.303 3.836
C 4.616 -0.525 2.849
F 5.949 -0.767 2.828
C 3.785 -1.092 1.883
F 4.324 -1.844 0.886
C 2.385 -0.892 1.884
S 1.460 -1.855 0.812
C 1.898 0.051 2.808
F 0.610 0.439 2.744
C 2.692 0.621 3.799
F 2.172 1.454 4.727

Forces on the atoms, in the same order (eV/Å):
Be 0.1 0.7 1.1
P 1.4 0.3 -0.9
C 0.1 0.5 0.4
C 0.9 -1.3 -1.7
N -1.1 0.3 -0.3
C 0.3 -0.1 0.3
C -0.7 0.1 0.0
C 0.8 1.4 -0.1
C -1.3 -0.9 0.7
C 0.3 0.1 1.4
P 0.5 -0.7 -1.0
H 0.0 0.1 -0.2
H 0.4 0.2 -0.3
H 0.2 -0.1 0.1
H 0.8 0.2 -0.7
H 0.1 0.5 -0.5
H 0.0 -0.7 0.9
H -1.0 -0.1 0.3
H 0.6 0.8 -0.8
O 1.0 0.5 0.6
H -1.6 -1.3 0.2
H -0.3 -0.8 1.8
O -2.1 2.1 -1.4
H 2.2 -1.1 -0.3
C -0.2 0.3 0.2
H 0.0 -0.1 0.0
H 0.0 0.2 0.1
H 0.1 0.0 -0.1
C 0.0 0.0 0.1
H 0.0 -0.1 -0.1
H 0.1 0.2 0.0
H -0.2 0.0 -0.1
C 0.8 -0.4 0.5
H -0.4 0.1 0.4
H -0.3 0.3 -0.1
H -0.2 0.4 -0.3
C -0.7 -0.4 0.3
H 0.1 -0.5 0.0
H -0.1 -0.2 0.2
H -0.2 -0.2 -0.2
F -0.7 -0.3 -0.7
C 0.7 0.0 0.0
C 0.2 -0.1 0.0
F -1.2 0.3 0.1
C -0.1 -0.1 -0.2
F -0.3 0.5 1.1
C 1.3 1.3 1.1
S -1.2 -0.5 -1.4
C 0.1 -0.2 -0.1
F 0.2 -0.4 0.1
C 0.3 0.1 0.2
F 0.3 -0.6 -0.8

***

The following is a quantum chemistry calculation of a molecular structure, C27H27ClNO8S3Sn at a distorted geometry, from the OMol25 dataset.

Output
DFT total energy: -97167.866 eV
lowest unoccupied orbital energy: 0.0750 Eh
Kohn-Sham gap: 6.1804 eV
energy relative to the best compared isomer or geometry (same formula, charge and spin): 21.4 kcal per mole
net charge: -1
M: 743.88 g mol⁻¹

Element x y z (Å)
Sn 0.058 0.118 -0.579
O 2.646 0.502 0.080
S 4.011 0.510 0.662
C 3.826 -0.180 2.360
C 2.558 0.359 2.990
C 2.023 -0.523 4.120
C 0.593 -0.154 4.492
S -0.727 -0.703 3.311
O -0.302 -0.295 1.947
C -0.409 -2.471 3.441
C 0.475 -3.088 2.571
C 0.727 -4.444 2.718
C 0.070 -5.173 3.700
C -0.838 -4.551 4.546
C -1.076 -3.192 4.421
C 4.218 2.229 1.214
C 5.424 2.654 1.753
C 5.567 3.978 2.139
C 4.510 4.866 1.977
C 3.307 4.431 1.438
C 3.161 3.107 1.048
H 4.737 0.067 2.910
H 3.783 -1.258 2.210
H 1.805 0.415 2.205
H 2.714 1.376 3.360
H 2.655 -0.421 5.007
H 2.074 -1.571 3.819
H 0.473 0.930 4.546
H 0.287 -0.597 5.442
H 0.949 -2.514 1.783
H 1.445 -4.929 2.071
H 0.258 -6.234 3.795
H -1.357 -5.122 5.305
H -1.778 -2.688 5.075
H 6.241 1.950 1.868
H 6.503 4.317 2.565
H 4.629 5.901 2.269
H 2.472 5.109 1.317
H 2.226 2.757 0.621
Cl -3.651 3.241 0.997
C -2.125 2.653 1.701
C -0.917 3.186 0.889
O -0.565 4.348 1.074
O -0.374 2.331 0.116
H -2.152 1.567 1.662
H -2.086 3.023 2.723
C -2.938 -1.663 -0.109
C -2.226 -0.533 -0.855
O -2.829 0.024 -1.753
H -4.023 -1.565 -0.185
H -2.633 -1.692 0.939
H -2.618 -2.596 -0.582
O 4.482 -4.394 -1.254
S 3.388 -4.162 -0.349
O 3.732 -4.165 1.061
N 2.523 -2.850 -0.722
C 1.255 -3.146 -0.968
O 0.320 -2.361 -1.243
C 0.960 -4.625 -0.912
C -0.253 -5.258 -1.117
C -0.294 -6.645 -1.035
C 0.851 -7.379 -0.744
C 2.064 -6.736 -0.518
C 2.086 -5.362 -0.606
H -1.139 -4.680 -1.342
H -1.229 -7.163 -1.210
H 0.799 -8.459 -0.703
H 2.965 -7.287 -0.280

Forces on the atoms, in the same order (eV/Å):
Sn -1.0 0.3 -0.3
O 0.0 -0.2 -0.2
S 0.2 0.6 0.7
C 0.0 0.1 -0.3
C 0.0 -0.1 0.1
C 0.0 0.1 -0.2
C -0.2 -0.1 -0.3
S 0.4 -0.4 0.7
O 0.2 0.1 -0.6
C -0.1 0.1 0.0
C 0.0 0.1 -0.1
C 0.0 -0.1 0.0
C 0.0 0.0 0.0
C 0.0 0.0 0.1
C 0.0 0.1 0.1
C 0.2 -0.1 -0.1
C 0.0 -0.1 0.0
C 0.0 0.0 0.0
C 0.0 0.0 0.0
C 0.1 0.1 0.0
C -0.2 -0.1 -0.1
H 0.0 0.0 0.0
H 0.0 -0.1 0.0
H 0.0 0.1 0.0
H 0.0 0.0 0.0
H -0.1 0.0 0.0
H 0.0 -0.1 0.1
H -0.1 0.0 0.0
H -0.1 0.0 0.0
H 0.1 0.0 0.0
H 0.0 0.0 -0.1
H 0.0 0.0 0.0
H 0.0 0.0 0.0
H 0.0 0.0 0.0
H 0.1 0.0 0.0
H 0.0 0.0 0.0
H 0.0 0.0 0.0
H 0.0 0.0 0.0
H 0.0 0.0 0.0
Cl -0.2 0.1 -0.1
C 0.4 0.0 -0.2
C -0.2 -0.1 0.4
O 0.0 -0.1 0.0
O 0.3 -0.4 -0.3
H 0.0 0.0 0.1
H 0.0 0.0 0.0
C 0.2 0.1 0.0
C 0.1 0.0 0.3
O 0.2 0.1 -0.1
H 0.0 0.0 -0.1
H 0.0 -0.1 0.0
H 0.0 0.0 0.1
O -0.1 0.1 -0.1
S 0.1 -0.2 0.3
O -0.1 0.0 0.0
N 0.2 0.1 0.2
C -0.5 0.0 -0.3
O 0.3 0.0 0.4
C 0.0 -0.3 0.0
C 0.0 0.0 0.0
C 0.0 0.0 0.0
C 0.0 0.0 0.0
C 0.2 -0.1 0.1
C 0.0 0.4 -0.1
H 0.0 0.0 0.0
H 0.0 0.0 0.0
H 0.0 0.0 0.0
H 0.0 0.0 0.0